Entry from OMol25: a structure of composition C5H17AlClN3O5P (ωB97M-V/def2-TZVPD).

```
33
Properties=species:S:1:pos:R:3:forces:R:3
N -2.46003 -0.75719 -3.29298 -0.01 -0.30 -0.22
P -0.93245 -1.35994 -3.92110 -0.23 0.41 -0.08
O 0.01670 0.00850 -3.50469 0.54 -0.23 0.10
Al -0.41847 -3.06030 -2.28393 0.04 -0.31 -0.03
C -0.16276 -2.47270 -0.37643 0.00 0.11 0.14
C 0.76666 -1.29937 -0.06462 -0.03 -0.02 -0.10
C 0.82174 -0.92020 1.41061 0.07 -0.24 0.02
Cl -0.48584 0.23781 1.85662 -0.16 0.07 0.07
H -3.05919 -0.49509 -4.06558 -0.09 -0.01 0.07
H -2.94402 -1.47475 -2.76395 -0.01 0.13 0.16
H 0.77203 -0.27536 -2.97329 -0.18 0.12 -0.02
H -1.72079 -4.04132 -2.38468 0.00 0.08 0.00
H 0.92608 -3.78412 -2.84879 0.04 0.07 0.04
H -1.13631 -2.27851 0.09348 -0.02 0.00 -0.09
H 0.23889 -3.36428 0.12968 -0.07 0.01 0.03
H 0.47107 -0.41424 -0.63668 0.10 0.04 0.04
H 1.79309 -1.54510 -0.36145 -0.02 0.01 -0.06
H 1.75181 -0.45161 1.72187 -0.02 0.11 -0.09
H 0.64294 -1.80092 2.02576 0.06 0.01 0.03
C 1.18218 1.60319 4.89358 -0.06 0.05 0.09
N 2.42703 0.78738 4.89949 -0.02 0.00 -0.02
O 2.83093 0.38030 5.97127 0.00 -0.02 0.03
O 2.96332 0.58464 3.83262 0.01 0.01 -0.03
H 0.85321 1.69806 5.92121 -0.01 0.02 -0.01
H 1.42883 2.56480 4.45298 0.02 -0.02 -0.03
H 0.44803 1.09988 4.26952 0.08 -0.05 -0.07
C -1.27908 2.58226 -2.16246 0.03 -0.02 0.02
N -0.63796 3.45340 -1.13822 -0.06 -0.01 -0.02
O 0.38084 3.06622 -0.61061 0.07 0.00 0.03
O -1.17794 4.51946 -0.89610 -0.02 0.00 0.01
H -0.70805 1.66942 -2.28426 -0.02 0.00 -0.01
H -2.29142 2.37749 -1.82785 0.00 0.01 0.02
H -1.30104 3.16221 -3.08102 -0.04 -0.02 -0.01
```
Positions in Å, forces in eV/Å.

Computed properties:
Energy above the lowest of the compared OMol25 structures with the same formula, charge and spin ... 0.00 kJ/mol
Orbital gap ... 5.979 eV
Total charge ... -1
HOMO level ... -3.77 eV


Entry from OMol25: a cluster of 2 separate species, C5H17N2 in total at a distorted geometry (ωB97M-V/def2-TZVPD).

```
24
Properties=species:S:1:pos:R:3:forces:R:3
C -1.20729 -0.06646 2.78646 -0.30 0.01 -0.38
C -1.15515 -1.57412 2.61331 -0.10 -0.58 -1.09
N -0.80852 -1.97773 1.16216 -0.84 0.96 0.50
H -1.80141 0.37946 1.98187 -0.01 0.08 0.06
H -1.68651 0.23640 3.71548 0.04 -0.21 0.07
H -0.21169 0.36799 2.78105 0.13 0.09 0.00
H -0.34830 -1.97795 3.22938 -0.34 -0.17 0.02
H -2.12886 -2.04492 2.85147 0.64 0.25 0.18
H -0.53072 -2.94324 1.16172 0.19 -0.39 -0.07
H -1.65623 -1.93210 0.57774 0.28 -0.16 0.53
C 0.71959 0.12971 -1.34718 0.39 -0.37 0.40
C 1.17929 1.45953 -1.90469 0.89 -0.69 -0.12
C 1.00028 1.53771 -3.42046 -0.61 1.08 -0.75
N 0.50739 0.15825 0.16519 -0.76 0.20 -1.28
H -0.21917 -0.19491 -1.80894 0.04 0.09 0.27
H 1.46250 -0.66606 -1.50974 -0.27 0.27 -0.11
H 2.23974 1.58323 -1.63466 -0.22 0.12 -0.12
H 0.64898 2.26313 -1.41392 -0.36 0.33 0.02
H 1.65888 0.88640 -4.04703 -0.52 0.41 0.80
H -0.07880 1.34748 -3.68504 1.07 0.06 0.15
H 1.19579 2.60934 -3.70718 -0.10 -1.13 0.02
H 1.38633 0.34958 0.67505 -0.67 -0.22 -0.27
H -0.19373 0.90146 0.37625 0.84 -0.64 0.07
H 0.02760 -0.83216 0.40171 0.59 0.63 1.08
```
Positions in Å, forces in eV/Å.

Computed properties:
Energy above the lowest of the compared OMol25 structures with the same formula, charge and spin ... 48.69 kJ/mol
Orbital gap ... 11.528 eV
Total charge ... +1
HOMO level ... -14.45 eV


Entry from OMol25: a cluster of 2 separate species, C5H17N2O in total at a distorted geometry (ωB97M-V/def2-TZVPD).

```
25
Properties=species:S:1:pos:R:3:forces:R:3
N -1.37198 0.14760 0.22415 -0.88 1.27 -2.15
C -0.78158 -1.10141 -0.62626 -2.01 -0.48 2.25
C -1.67638 -1.37694 -1.88606 0.35 -0.55 -1.51
C 0.66538 -0.65864 -0.79040 0.70 -0.71 -0.39
N 1.16793 -0.00361 0.44831 -1.36 0.83 -0.59
C 2.17427 0.98173 0.26739 0.10 3.19 -2.04
C 3.57221 0.47738 0.10400 2.13 0.85 1.15
H -1.22212 1.12658 -0.24173 0.08 -2.32 0.83
H -2.40263 0.10066 0.31814 0.60 -0.28 0.45
H -0.85809 0.18378 1.11066 -0.25 0.07 -0.21
H -0.96389 -1.92323 0.15981 0.61 1.00 -1.28
H -1.07456 -1.89188 -2.75611 -0.76 1.34 1.73
H -2.14244 -0.42553 -2.28009 0.76 -0.91 0.28
H -2.53395 -2.10935 -1.78112 1.03 0.92 0.66
H 1.37514 -1.52817 -1.02397 -1.33 1.11 -0.47
H 0.48690 0.07184 -1.69352 1.52 -0.90 1.77
H 1.35176 -0.45730 1.33541 -0.29 -1.16 -0.66
H 1.98554 1.55521 -0.72982 -0.29 -0.91 1.66
H 2.11571 1.80568 1.03048 -0.06 -0.97 -0.38
H 4.07456 0.96898 -0.72231 -0.14 -0.58 -0.70
H 3.65106 -0.59923 0.10720 0.05 -0.30 -0.41
H 4.26503 0.83893 0.89578 -0.68 -0.46 0.15
H -3.40556 1.70572 3.20520 0.17 0.20 0.15
H -4.69570 0.92084 2.84861 2.83 0.76 -1.28
O -3.75660 1.19037 2.47625 -2.87 -1.03 0.99
```
Positions in Å, forces in eV/Å.

Computed properties:
Energy above the lowest of the compared OMol25 structures with the same formula, charge and spin ... 224.81 kJ/mol
Orbital gap ... 9.850 eV
Total charge ... +1
HOMO level ... -12.78 eV